The following is a DFT calculation (wB97M-V/def2-TZVPD) of a cluster of 15 separate species, C56H113N3O28 in total.

The spin multiplicity is 1. Its total charge is 0. As for the max |F|: 0.0822 Eh/bohr. For the HOMO energy, the calculation gives -9.12 eV.

```
200
Properties=species:S:1:pos:R:3:forces:R:3:lowdin_charge:R:1
C 3.131 1.237 7.808 1.146 -0.406 -1.114 -0.332
O 2.910 1.925 8.774 -0.059 -0.195 0.448 0.013
N 2.704 1.549 6.542 0.944 -0.573 0.799 -0.214
C 2.112 2.795 6.222 -0.466 1.586 1.041 -0.072
C 3.000 0.726 5.410 2.377 0.145 -0.178 -0.059
H 3.837 0.309 7.802 -1.263 1.108 0.157 0.157
H 1.093 2.612 5.873 0.108 0.370 -0.603 0.072
H 2.779 3.344 5.527 -0.708 -0.255 -0.048 0.098
H 1.998 3.447 7.123 0.264 -0.750 -0.524 0.101
H 3.506 1.264 4.566 -0.816 -0.002 0.585 0.107
H 3.759 -0.011 5.671 -0.156 -0.256 0.281 0.078
H 2.141 0.214 5.114 -1.336 -0.826 -0.965 0.050
C -6.046 1.126 -3.047 -1.331 -1.070 1.572 -0.328
O -5.706 0.673 -4.128 0.369 0.991 -0.090 0.004
N -5.879 2.347 -2.478 0.872 -1.048 -0.934 -0.152
C -6.399 2.627 -1.142 -0.589 3.530 -1.677 -0.043
C -5.363 3.460 -3.310 -1.287 -0.100 1.134 -0.005
H -6.666 0.451 -2.357 0.772 0.759 -0.499 0.139
H -5.604 3.097 -0.560 -0.269 0.122 -0.063 0.068
H -6.815 1.872 -0.551 -0.354 -1.890 0.193 0.062
H -7.266 3.363 -1.340 1.247 -0.710 0.790 0.118
H -6.200 4.156 -3.412 0.151 0.209 -0.185 0.100
H -4.512 4.007 -2.923 0.006 -0.292 0.526 0.057
H -5.095 3.083 -4.265 0.154 -0.464 -0.768 0.039
C 2.618 -4.136 4.404 1.208 1.195 -0.391 -0.364
O 2.332 -3.179 5.101 -0.063 0.035 0.431 0.002
N 1.752 -4.862 3.705 -2.285 -0.468 0.984 -0.169
C 2.104 -6.087 3.066 0.534 0.927 -2.018 -0.051
C 0.302 -4.694 3.956 0.347 0.833 0.548 -0.024
H 3.688 -4.336 4.150 -0.611 -0.491 0.299 0.121
H 3.078 -6.432 3.371 0.325 -0.202 0.041 0.082
H 2.092 -5.895 1.970 0.357 -0.374 0.402 0.099
H 1.351 -6.815 3.212 -0.648 -0.945 0.576 0.072
H -0.251 -4.653 3.031 -0.102 -0.573 -0.494 0.082
H -0.130 -5.413 4.676 0.389 -0.014 -0.532 0.112
H 0.107 -3.714 4.386 0.475 -0.004 0.171 0.058
C -3.029 0.116 -5.231 -0.735 1.276 1.339 -0.098
C -2.604 0.837 -3.909 0.182 0.674 -1.784 -0.073
O -1.170 0.897 -4.061 -0.271 -0.435 0.142 0.026
C -0.775 0.114 -5.094 -0.920 0.792 0.039 -0.595
O 0.367 -0.043 -5.358 0.787 -0.553 -0.361 0.147
O -1.826 -0.330 -5.825 0.789 -0.558 0.746 0.073
H -3.413 0.883 -5.872 -0.530 0.037 -0.421 0.080
H -3.796 -0.630 -5.010 0.573 -0.287 -0.427 0.121
H -2.891 0.325 -3.034 -0.036 -0.753 0.962 0.078
H -2.979 1.871 -3.860 0.111 -0.402 -0.121 0.114
O -3.849 4.634 -7.843 0.096 -3.315 2.622 0.064
C -3.995 3.619 -7.115 -1.937 1.829 -2.109 -0.482
O -3.217 3.183 -6.116 0.765 1.108 -0.403 -0.071
C -1.884 3.726 -6.180 0.815 -0.618 0.245 -0.192
C -1.091 2.963 -7.262 0.970 1.826 -0.708 -0.031
C -5.121 2.573 -7.210 0.145 1.545 2.309 0.040
H -1.447 3.606 -5.187 -0.095 -0.291 -0.016 0.105
H -1.944 4.804 -6.354 0.072 -0.241 -0.349 0.119
H -1.134 1.873 -7.287 -0.287 0.115 0.509 0.074
H -0.002 3.264 -7.182 -1.155 -0.371 -0.061 0.091
H -1.448 3.347 -8.250 0.311 -0.440 0.634 0.089
H -4.558 1.714 -7.457 0.104 -1.403 -0.292 0.065
H -5.867 2.787 -7.929 -0.572 0.346 -0.725 0.070
H -5.591 2.443 -6.163 0.779 -0.028 -1.749 0.100
O 3.164 0.640 -0.206 -1.161 -0.627 -0.972 0.097
C 1.999 0.518 -0.548 0.180 0.481 1.487 -0.528
O 1.128 -0.346 -0.010 1.051 -0.709 -0.381 0.007
C 1.850 -1.449 0.595 -0.045 1.831 1.491 -0.241
C 0.861 -2.401 1.051 -1.595 -0.747 1.284 -0.051
C 1.297 1.385 -1.470 -0.876 1.220 -1.827 0.037
H 2.384 -1.039 1.449 0.194 -0.089 0.023 0.122
H 2.582 -1.782 -0.076 0.947 -0.752 -1.138 0.105
H 0.192 -2.713 0.266 -0.234 -0.294 -0.506 0.074
H 0.217 -1.876 1.799 0.442 -0.610 -0.274 0.096
H 1.330 -3.278 1.504 -0.063 0.137 0.082 0.078
H 2.006 2.091 -1.865 0.108 0.443 -0.090 0.079
H 0.436 1.922 -1.051 0.350 -0.147 0.414 0.097
H 0.836 0.860 -2.321 0.343 -0.134 0.269 0.080
O 7.392 -5.602 0.083 -0.958 0.017 -0.301 0.097
C 6.219 -5.834 0.278 0.667 -0.299 0.820 -0.534
O 5.781 -6.586 1.314 0.698 -0.907 -0.334 -0.038
C 6.812 -7.409 1.947 -1.105 1.414 0.727 -0.200
C 6.992 -6.834 3.324 -0.266 0.375 0.819 -0.074
C 5.028 -5.384 -0.459 -0.447 0.886 -2.472 0.015
H 7.715 -7.295 1.387 0.466 -0.311 -0.371 0.105
H 6.437 -8.409 1.986 -0.233 -0.646 -0.246 0.113
H 7.540 -5.894 3.213 -0.009 -0.068 0.272 0.080
H 7.567 -7.527 3.943 0.022 0.177 0.075 0.077
H 6.022 -6.600 3.849 0.866 -0.435 -0.653 0.086
H 4.289 -6.170 -0.641 0.288 0.010 0.352 0.094
H 5.273 -4.946 -1.453 0.241 -0.458 0.608 0.103
H 4.538 -4.565 0.031 -0.297 0.326 0.788 0.066
O -3.555 -2.584 -0.380 0.385 -0.646 0.446 0.081
C -3.583 -1.441 -0.758 0.378 -0.648 0.800 -0.581
O -4.390 -1.054 -1.721 -0.646 0.346 -1.179 -0.034
C -5.073 -2.131 -2.491 0.969 1.475 0.965 -0.175
C -6.292 -2.574 -1.755 -0.272 0.982 0.913 -0.055
C -2.769 -0.311 -0.214 0.381 0.841 -0.700 0.019
H -4.286 -2.839 -2.723 -0.275 -0.420 0.035 0.104
H -5.397 -1.581 -3.348 0.108 0.087 -0.834 0.088
H -7.010 -1.706 -1.770 0.500 -0.977 0.148 0.086
H -6.066 -2.840 -0.702 -0.244 -0.104 -0.771 0.090
H -6.710 -3.382 -2.318 -0.552 -0.658 -0.021 0.074
H -3.433 0.548 -0.130 0.121 0.224 -0.031 0.074
H -1.991 -0.056 -0.967 -0.474 -0.135 0.270 0.097
H -2.237 -0.428 0.728 -0.328 -0.736 -0.025 0.068
O -2.401 -3.340 5.189 -0.145 -0.896 1.367 0.114
C -2.237 -2.630 4.264 0.163 1.903 -2.513 -0.507
O -1.459 -1.437 4.323 -1.659 -1.622 0.532 -0.070
C -0.994 -1.163 5.696 1.202 0.644 -1.294 -0.183
C -0.665 0.330 5.761 -1.641 -1.043 -3.118 -0.057
C -2.853 -2.877 2.847 1.936 1.173 -0.467 0.028
H -0.054 -1.705 5.748 -0.058 -0.460 0.620 0.108
H -1.735 -1.469 6.412 -0.121 -0.267 0.261 0.116
H -0.195 0.612 6.641 1.332 0.431 1.498 0.053
H -1.619 0.838 5.711 -0.242 0.438 -0.019 0.050
H -0.139 0.564 4.792 -0.080 0.077 1.278 0.090
H -2.028 -2.711 2.078 -0.997 -0.313 0.929 0.082
H -3.592 -2.108 2.586 0.168 -0.320 0.345 0.040
H -3.275 -3.870 2.687 0.127 0.134 0.482 0.088
O -1.590 -2.106 -2.886 0.356 -0.125 -0.384 0.088
C -0.579 -2.775 -3.010 0.193 0.986 0.711 -0.491
O -0.606 -4.105 -3.035 0.261 0.610 -0.491 0.004
C -1.947 -4.633 -3.022 0.022 0.272 1.960 -0.226
C -1.795 -6.111 -3.207 -0.710 -0.997 -0.767 -0.078
C 0.812 -2.152 -3.027 0.012 -2.127 -0.148 0.054
H -2.552 -4.078 -3.764 0.259 -0.652 0.257 0.127
H -2.340 -4.399 -1.977 0.085 -0.237 -1.405 0.139
H -1.349 -6.367 -4.189 0.065 0.186 0.664 0.090
H -2.796 -6.537 -3.246 -0.241 -0.061 -0.039 0.073
H -1.313 -6.670 -2.383 0.168 0.706 -0.402 0.088
H 1.366 -2.497 -2.133 -0.150 -0.023 -0.533 0.091
H 0.704 -1.114 -2.975 -0.174 1.448 -0.018 0.029
H 1.346 -2.427 -3.957 -0.171 0.066 0.589 0.109
O -3.347 2.933 -0.634 -0.048 -0.090 -0.607 0.081
C -2.480 3.765 -0.634 0.940 1.622 -1.053 -0.523
O -1.753 4.096 0.411 -0.302 -0.674 1.455 0.004
C -2.088 3.291 1.560 0.281 -0.696 0.512 -0.186
C -1.181 2.083 1.596 -0.153 -2.090 -0.706 -0.037
C -2.002 4.677 -1.773 -2.054 -3.052 -0.286 0.066
H -3.165 3.048 1.576 0.622 0.064 -0.114 0.124
H -1.850 3.888 2.399 0.049 0.919 0.890 0.096
H -1.410 1.300 2.350 -0.424 0.761 -0.032 0.083
H -0.124 2.291 1.794 -0.250 0.380 -0.394 0.066
H -1.305 1.496 0.641 0.507 0.824 0.755 0.063
H -1.298 4.114 -2.347 0.830 -0.267 -0.332 0.080
H -1.636 5.592 -1.464 0.704 1.733 0.713 0.067
H -2.868 4.727 -2.397 -0.361 0.707 -0.650 0.051
O 3.219 4.864 -3.842 0.107 0.612 0.638 0.110
C 2.311 4.970 -4.618 0.294 -1.114 -0.865 -0.547
O 1.776 3.881 -5.208 -0.800 0.773 -0.058 -0.029
C 2.051 2.623 -4.612 0.232 -1.231 -2.953 -0.216
C 3.105 1.844 -5.459 0.078 1.732 1.267 -0.027
C 1.729 6.219 -5.173 1.629 1.853 0.461 0.022
H 1.093 2.128 -4.556 -0.102 -0.355 -0.071 0.092
H 2.449 2.748 -3.679 0.879 0.518 2.346 0.053
H 3.288 0.903 -4.944 0.210 -0.115 -0.305 0.075
H 4.020 2.497 -5.487 -0.613 -0.827 0.206 0.094
H 2.798 1.723 -6.475 -0.416 -0.405 -0.562 0.060
H 2.235 6.466 -6.126 -0.080 -0.274 0.399 0.104
H 2.003 7.056 -4.465 -0.567 -0.842 -0.772 0.112
H 0.691 6.183 -5.400 -0.846 -0.191 0.130 0.063
O -5.337 3.026 3.867 1.186 0.335 0.503 0.087
C -4.332 2.745 4.491 -0.875 -0.675 0.006 -0.492
O -4.026 1.443 4.773 0.342 1.005 -0.402 -0.041
C -4.936 0.485 4.224 -0.541 -0.287 -0.303 -0.198
C -4.696 0.255 2.728 0.460 -0.453 -0.525 -0.066
C -3.300 3.662 5.098 -0.574 -0.201 -0.552 0.036
H -5.940 0.847 4.473 0.072 -0.420 -0.247 0.125
H -4.691 -0.418 4.768 -0.191 -0.214 0.142 0.118
H -3.613 0.061 2.629 -0.257 0.575 -0.150 0.056
H -5.032 1.084 2.085 0.341 -0.120 0.391 0.075
H -5.111 -0.673 2.262 -0.291 0.612 0.904 0.086
H -2.448 3.096 5.396 0.828 -0.254 -0.132 0.066
H -3.637 4.157 5.971 -0.911 0.118 1.137 0.080
H -3.098 4.507 4.471 0.406 0.127 -0.812 0.080
O 4.490 2.007 1.651 -0.636 -0.703 1.428 0.112
C 4.467 2.888 0.860 1.126 1.127 -0.893 -0.561
O 3.455 3.766 0.635 0.972 -0.623 0.478 -0.022
C 2.292 3.598 1.418 -0.510 -0.007 0.504 -0.236
C 1.508 4.857 1.143 -1.503 0.659 0.054 -0.057
C 5.594 3.223 -0.069 -0.632 -0.308 -0.926 0.028
H 2.497 3.349 2.495 0.085 0.597 -0.920 0.138
H 1.779 2.731 1.020 -0.317 -0.239 -0.013 0.083
H 1.288 4.962 0.057 0.500 -0.008 0.637 0.093
H 1.934 5.781 1.544 0.613 -0.255 -0.329 0.082
H 0.513 4.893 1.605 0.099 -0.611 0.051 0.061
H 5.602 4.312 -0.175 0.571 -0.271 -0.090 0.093
H 5.215 2.807 -1.020 0.300 0.321 -0.015 0.099
H 6.544 2.703 0.126 -0.501 0.628 0.307 0.077
O 4.148 -2.751 2.341 0.681 0.335 0.803 0.061
C 5.069 -2.239 2.957 0.506 -0.068 -0.421 -0.473
O 5.901 -1.332 2.386 -0.606 -0.500 0.157 0.005
C 5.559 -0.963 1.020 0.642 0.497 1.362 -0.223
C 6.605 -0.075 0.440 0.560 0.155 0.042 -0.058
C 5.532 -2.539 4.398 -0.199 -1.075 -1.180 0.027
H 4.687 -0.402 1.022 -1.928 0.674 0.437 0.052
H 5.385 -1.849 0.459 0.114 -0.795 -0.611 0.112
H 6.126 0.378 -0.435 0.480 -0.264 -0.231 0.081
H 7.413 -0.754 0.216 0.753 0.425 -0.611 0.076
H 6.971 0.780 1.054 -0.518 -0.953 -0.007 0.088
H 5.980 -3.563 4.432 -0.141 0.722 -0.315 0.091
H 4.667 -2.625 5.057 0.097 0.610 0.101 0.057
H 6.307 -1.822 4.641 -0.194 0.104 0.456 0.081
```
Forces are in eV/Å.